{"formula": "C12H15NO5S", "method": "ωB97M-V/def2-TZVPD", "elements": ["C", "O", "C", "O", "C", "C", "C", "C", "S", "C", "N", "C", "O", "C", "C", "C", "C", "O", "O", "H", "H", "H", "H", "H", "H", "H", "H", "H", "H", "H", "H", "H", "H", "H"], "xyz": [[-1.708, -3.379, 2.184], [-1.572, -3.054, 0.811], [-0.879, -1.941, 0.537], [-0.393, -1.235, 1.408], [-0.775, -1.667, -0.884], [-1.342, -2.423, -1.950], [-1.079, -1.904, -3.171], [-1.504, -2.417, -4.500], [-0.109, -0.446, -3.068], [-0.078, -0.570, -1.356], [0.579, 0.340, -0.576], [1.222, 1.419, -1.109], [1.248, 1.602, -2.308], [1.848, 2.320, -0.073], [0.769, 3.069, 0.720], [1.334, 3.658, 2.023], [1.643, 2.530, 2.975], [2.620, 1.830, 2.931], [0.667, 2.351, 3.867], [-2.269, -4.309, 2.222], [-2.244, -2.586, 2.712], [-0.725, -3.504, 2.645], [-1.920, -3.312, -1.779], [-2.100, -3.318, -4.381], [-0.637, -2.646, -5.117], [-2.097, -1.669, -5.026], [0.541, 0.138, 0.424], [2.503, 3.031, -0.577], [2.446, 1.713, 0.609], [-0.054, 2.396, 0.969], [0.365, 3.877, 0.110], [2.249, 4.212, 1.810], [0.598, 4.315, 2.484], [0.851, 1.581, 4.430]], "forces_ev_per_a": [[0.0585, 0.0540, 0.4597], [0.0080, 0.0407, -0.3979], [0.0829, 0.1528, 0.0589], [-0.0689, -0.1536, 0.1195], [0.2325, 0.3519, -0.1644], [0.0525, 0.0941, -0.2035], [0.1381, 0.1692, 0.3022], [0.0661, 0.1054, -0.1009], [-0.4469, -0.6725, -0.0641], [-0.2211, -0.2852, -0.0478], [-0.0165, -0.1306, 0.3172], [0.2758, 0.2149, 0.3649], [0.1467, 0.2827, -0.0949], [-0.1036, 0.0515, -0.1169], [0.1596, 0.0361, 0.0818], [-0.1663, -0.1009, 0.0196], [0.3137, 0.1325, -0.1062], [0.1825, -0.1115, -0.0057], [-0.6455, 0.0423, 0.3948], [0.0250, 0.0465, -0.0157], [0.0380, -0.0973, -0.0221], [-0.1095, -0.0127, -0.0158], [-0.1286, -0.1895, -0.0444], [-0.0316, -0.0438, -0.0252], [-0.0080, -0.0860, -0.1151], [-0.0878, -0.0331, -0.1107], [0.0501, 0.1157, -0.2114], [-0.0036, -0.0905, -0.0100], [0.0236, 0.0120, -0.0517], [-0.0531, 0.0592, -0.0326], [-0.0629, -0.0503, 0.0143], [0.0073, -0.0162, 0.0902], [0.0727, 0.0523, -0.0325], [0.2206, 0.0598, -0.2336]], "lowdin_charge": [-0.05, -0.03, -0.44, 0.08, -0.16, -0.08, -0.55, -0.11, 1.17, -0.43, 0.11, -0.48, 0.00, -0.09, -0.16, -0.10, -0.55, 0.10, 0.11, 0.09, 0.10, 0.10, 0.12, 0.08, 0.08, 0.07, 0.13, 0.13, 0.11, 0.12, 0.12, 0.13, 0.12, 0.14], "total_energy_ev": -35251.829, "fmax_ev_per_a": 0.81, "gap_ev": 8.665, "e_above_lowest_kj_mol": 8.4, "mol_weight_g_mol": 285.3}